{"formula": "C2H4NP", "method": "ωB97M-V/def2-TZVPD", "homo_ev": [-5.4, -10.5], "s_squared": 2.02, "homo_lumo_gap_ha": [0.239, 0.299], "spin_multiplicity": 3, "species": ["P", "N", "C", "C", "H", "H", "H", "H"], "xyz": [[-0.106, -1.267, 0.967], [0.182, 0.146, -1.661], [-0.562, 0.482, 0.729], [-0.228, -0.077, -0.498], [-1.594, 0.679, 0.668], [0.717, -0.573, -2.156], [0.282, 1.462, 1.029], [1.309, -0.853, 0.921]], "atomic_forces_ev_per_a": [[1.537, 0.075, -0.275], [1.317, -1.412, -0.816], [2.970, 3.132, 1.120], [-1.763, -0.461, -1.497], [-1.256, 0.750, 1.063], [-0.050, 0.853, -0.252], [-2.295, -2.310, -0.239], [-0.460, -0.628, 0.896]], "mulliken_charge": [-0.01, -0.45, -0.38, 0.06, 0.31, 0.28, 0.18, 0.02]}



{"formula": "C5H8O2", "method": "ωB97M-V/def2-TZVPD", "homo_ev": -8.8, "homo_lumo_gap_ha": 0.345, "spin_multiplicity": 1, "smiles": "C/C=C\\O.C=C=O", "species": ["O", "O", "C", "C", "C", "C", "C", "H", "H", "H", "H", "H", "H", "H", "H"], "xyz": [[-1.722, 0.958, 0.765], [3.610, 0.834, 1.128], [-0.001, 0.136, -1.389], [1.384, -0.047, 1.786], [2.561, 0.420, 1.438], [-1.689, -0.361, 0.383], [-0.882, -0.779, -0.587], [-2.457, 1.096, 1.371], [-0.881, -1.843, -0.813], [-0.543, 0.546, -2.250], [1.275, -1.102, 2.004], [0.344, 0.981, -0.787], [-2.335, -1.038, 0.939], [0.880, -0.390, -1.768], [0.511, 0.598, 1.756]], "atomic_forces_ev_per_a": [[-0.148, 0.044, 0.093], [-0.954, -0.363, 0.296], [0.074, 0.067, -0.030], [0.136, 0.066, -0.047], [0.561, 0.213, -0.153], [0.090, -0.325, -0.178], [-0.150, 0.044, 0.088], [0.130, -0.007, -0.068], [-0.068, 0.183, 0.049], [0.089, -0.078, 0.098], [0.095, 0.169, -0.019], [-0.075, -0.109, -0.106], [0.108, 0.104, -0.086], [-0.137, 0.056, 0.065], [0.248, -0.063, -0.004]], "mulliken_charge": [-0.48, -0.38, -0.92, -0.98, 0.86, -0.27, -0.12, 0.32, 0.33, 0.28, 0.23, 0.23, 0.33, 0.30, 0.26]}



{"formula": "C4H3I", "method": "ωB97M-V/def2-TZVPD", "homo_ev": -9.3, "homo_lumo_gap_ha": 0.329, "spin_multiplicity": 1, "smiles": "I[C@@H]1C2=C[C@H]21", "species": ["I", "C", "C", "C", "C", "H", "H", "H"], "xyz": [[-3.506, 0.059, 0.026], [-0.198, -0.431, -0.278], [-0.245, 1.453, -0.240], [0.830, 0.495, -0.258], [-1.083, 0.378, 0.573], [1.857, 0.801, -0.281], [-0.564, -1.185, -0.992], [-0.930, 0.400, 1.636]], "atomic_forces_ev_per_a": [[2.323, 0.365, 0.624], [-0.719, 0.018, 0.122], [0.335, -2.167, 0.792], [-1.362, 2.370, 0.225], [-1.073, 0.061, -1.733], [0.461, -0.916, -0.539], [0.588, 0.299, 0.318], [-0.552, -0.030, 0.192]], "mulliken_charge": [-0.10, -0.28, -0.27, -0.06, -0.32, 0.40, 0.27, 0.36]}